This record from the OMol25 dataset describes C23H31BF5N5O3Pd as an isolated structure in a non-equilibrium geometry. The level of theory is ωB97M-V/def2-TZVPD.

```
69
Properties=species:S:1:pos:R:3:forces:R:3
Pd -3.077 -0.672 0.285 -1.22 -0.28 0.09
F 3.728 -2.811 0.363 -0.06 0.45 -0.02
C 3.379 -1.534 0.287 -0.46 -0.73 -0.01
C 2.039 -1.242 0.355 0.21 0.16 -0.02
C 1.591 0.077 0.289 0.51 -0.89 0.08
C 0.142 0.335 0.368 0.23 -0.47 0.20
O -0.650 -0.586 0.590 0.71 0.45 -0.21
C -0.200 1.716 0.201 -2.12 -0.43 0.09
C 0.771 2.671 0.048 1.16 0.83 -0.11
N 2.086 2.413 0.003 -1.25 0.42 0.01
C 3.000 3.515 -0.149 0.83 0.64 -0.13
C 3.701 3.712 -1.479 -0.16 0.00 0.00
C 2.642 4.670 -1.025 0.13 -0.01 -0.19
C 2.542 1.114 0.123 0.84 -1.11 0.03
C 3.904 0.799 0.067 -0.52 1.12 0.06
C 4.387 -0.520 0.166 0.31 -0.51 0.03
N 5.717 -0.825 0.146 -1.15 0.23 0.18
C 6.209 -2.182 -0.032 0.28 -1.09 -0.12
C 7.731 -2.267 -0.048 -0.22 -0.46 0.47
N 8.312 -1.286 -1.002 0.43 -0.19 -0.41
C 7.800 0.100 -0.760 -0.38 0.81 0.09
C 6.776 0.128 0.378 0.58 0.67 0.06
C -1.684 2.173 0.212 0.67 -0.76 -0.12
O -1.860 3.360 0.147 0.05 0.76 0.03
O -2.562 1.251 0.266 -0.50 0.79 -0.03
H 1.321 -2.045 0.459 -0.03 -0.12 0.04
H 0.470 3.709 -0.029 -0.01 -0.02 0.01
H 3.572 3.712 0.752 -0.14 -0.08 0.05
H 3.457 3.040 -2.289 -0.16 -0.05 -0.07
H 4.730 4.034 -1.471 0.11 0.05 0.14
H 1.709 4.661 -1.566 -0.13 -0.08 -0.08
H 2.942 5.658 -0.711 0.04 0.00 0.17
H 4.597 1.609 -0.088 0.01 0.09 -0.02
H 5.791 -2.602 -0.956 0.00 0.10 0.14
H 5.876 -2.833 0.786 0.02 0.16 -0.14
H 8.014 -3.279 -0.349 0.02 0.14 -0.01
H 8.156 -2.094 0.944 0.06 0.05 -0.20
H 8.090 -1.575 -1.964 0.13 0.04 0.12
H 9.340 -1.310 -0.938 -0.15 0.01 -0.04
H 7.336 0.477 -1.673 0.17 -0.15 -0.03
H 8.621 0.771 -0.503 0.05 -0.15 -0.04
H 6.403 1.146 0.477 0.04 -0.14 -0.01
H 7.256 -0.120 1.334 -0.17 0.04 -0.06
C -7.639 -0.255 1.785 0.40 0.20 0.98
C -6.090 -0.298 1.663 -0.24 0.03 0.32
N -5.730 -0.655 0.293 1.53 0.30 -0.03
C -6.323 -1.937 -0.081 -0.06 -0.47 -0.16
C -7.867 -1.824 -0.050 0.24 -0.93 -0.32
N -8.212 -0.469 0.435 -0.85 0.07 0.04
C -7.708 0.554 -0.512 0.34 0.76 -0.71
C -6.168 0.384 -0.636 -0.28 0.26 -0.18
H -7.975 0.708 2.177 -0.08 -0.12 -0.20
H -8.009 -1.034 2.456 -0.05 0.06 -0.23
H -5.680 -1.040 2.356 -0.06 0.13 -0.18
H -5.660 0.680 1.905 -0.08 -0.19 -0.08
H -5.984 -2.713 0.609 0.00 0.17 -0.07
H -5.988 -2.214 -1.083 -0.02 0.08 0.20
H -8.299 -2.576 0.614 -0.07 0.26 0.01
H -8.293 -1.975 -1.044 -0.06 0.20 0.14
H -9.235 -0.389 0.495 0.24 -0.01 -0.01
H -7.969 1.548 -0.141 -0.07 -0.21 0.09
H -8.197 0.423 -1.481 -0.06 -0.10 0.22
H -5.664 1.327 -0.403 -0.07 -0.19 -0.01
H -5.893 0.090 -1.653 -0.04 0.02 0.18
F -3.620 -2.339 -1.017 0.09 0.08 -0.10
B -3.061 -3.217 0.039 -0.61 0.95 0.10
F -3.448 -4.452 -0.040 -0.25 -1.15 -0.14
F -1.747 -2.877 0.067 1.20 -0.48 0.02
F -3.647 -2.517 1.229 0.14 -0.03 0.09
```
Forces are in eV/Å.

Values from the calculation:
LUMO level (spin up / spin down) = -11.51 / -14.60 eV
Energy = -55652.99626 eV
HOMO energy (spin up / spin down) = -18.729 / -18.729 eV
Multiplicity = 5
<S²> = 6.10
Frontier orbital gap (spin up / spin down) = 0.265 / 0.152 Ha
Charge = +4